{"formula": "C54H42BrIN6O2SiTi", "method": "the ωB97M-V functional and the def2-TZVPD basis", "species": ["Ti", "O", "C", "N", "C", "C", "C", "C", "C", "C", "N", "C", "O", "C", "C", "C", "C", "C", "N", "C", "C", "C", "C", "C", "N", "H", "H", "H", "H", "H", "H", "H", "H", "H", "H", "H", "H", "C", "N", "C", "C", "C", "C", "C", "N", "C", "C", "C", "C", "C", "C", "H", "H", "H", "H", "H", "H", "H", "H", "H", "H", "H", "Br", "C", "C", "C", "C", "C", "C", "I", "H", "H", "H", "H", "C", "C", "C", "C", "C", "C", "Si", "C", "C", "C", "C", "C", "C", "C", "C", "C", "C", "C", "C", "H", "H", "H", "H", "H", "H", "H", "H", "H", "H", "H", "H", "H", "H", "H"], "coordinates": [[-0.847, -0.950, -0.103], [-3.779, 1.034, -2.204], [-2.826, 0.663, -1.502], [-2.538, -0.598, -1.085], [-3.341, -1.688, -1.345], [-4.650, -1.669, -1.821], [-5.346, -2.858, -1.981], [-4.739, -4.071, -1.708], [-3.435, -4.115, -1.234], [-2.726, -2.935, -1.023], [-1.466, -2.799, -0.479], [-0.749, -3.831, 0.034], [-1.041, -5.040, 0.025], [0.509, -3.349, 0.616], [1.466, -4.223, 1.134], [2.674, -3.738, 1.581], [2.920, -2.352, 1.444], [1.945, -1.551, 0.909], [0.742, -1.997, 0.526], [-1.800, 1.587, -1.000], [-1.774, 2.945, -1.311], [-0.836, 3.752, -0.711], [0.048, 3.174, 0.225], [-0.003, 1.823, 0.451], [-0.878, 1.014, -0.164], [-5.119, -0.725, -2.057], [-6.375, -2.828, -2.317], [-5.288, -4.996, -1.849], [-2.960, -5.056, -1.006], [1.229, -5.277, 1.165], [3.436, -4.382, 1.994], [3.862, -1.919, 1.749], [2.120, -0.493, 0.747], [-2.517, 3.326, -2.001], [-0.789, 4.811, -0.919], [0.772, 3.782, 0.740], [0.642, 1.343, 1.180], [2.456, 0.909, 3.448], [1.250, 0.358, 2.885], [0.560, -0.462, 3.581], [-0.657, -1.074, 3.184], [-1.452, -1.838, 4.059], [-2.598, -2.187, 3.361], [-2.456, -1.627, 2.092], [-1.296, -0.960, 1.969], [2.679, 2.312, 2.949], [2.389, 3.413, 3.743], [2.598, 4.701, 3.282], [3.106, 4.909, 2.009], [3.387, 3.817, 1.203], [3.178, 2.531, 1.668], [3.307, 0.295, 3.120], [2.437, 0.902, 4.555], [0.873, -0.726, 4.613], [-1.199, -2.084, 5.077], [-3.430, -2.775, 3.711], [-3.176, -1.677, 1.287], [1.997, 3.265, 4.740], [2.366, 5.543, 3.924], [3.279, 5.913, 1.641], [3.776, 3.962, 0.206], [3.403, 1.690, 1.027], [-4.715, 4.916, 3.073], [-3.606, 3.826, 4.169], [-3.301, 4.282, 5.443], [-2.632, 3.469, 6.330], [-2.272, 2.170, 5.938], [-2.553, 1.730, 4.655], [-3.230, 2.534, 3.755], [-3.527, 1.859, 1.755], [-3.603, 5.282, 5.722], [-2.396, 3.828, 7.322], [-1.777, 1.512, 6.634], [-2.249, 0.742, 4.342], [4.847, 1.600, -1.874], [3.642, 2.280, -1.938], [2.447, 1.584, -1.967], [2.408, 0.189, -2.012], [3.633, -0.471, -1.942], [4.831, 0.215, -1.854], [0.690, -0.706, -2.207], [0.068, 0.242, -3.789], [0.833, 1.111, -4.564], [0.295, 1.787, -5.645], [-1.035, 1.612, -5.984], [-1.809, 0.730, -5.248], [-1.258, 0.056, -4.175], [1.172, -2.395, -3.021], [0.728, -2.764, -4.289], [0.968, -4.024, -4.803], [1.658, -4.964, -4.057], [2.111, -4.621, -2.795], [1.871, -3.356, -2.293], [5.785, 2.141, -1.854], [3.633, 3.360, -1.987], [1.518, 2.135, -1.989], [3.654, -1.551, -1.976], [5.764, -0.332, -1.797], [1.873, 1.270, -4.319], [0.917, 2.458, -6.225], [-1.461, 2.151, -6.821], [-2.850, 0.577, -5.497], [-1.874, -0.635, -3.617], [0.172, -2.048, -4.879], [0.608, -4.280, -5.792], [1.837, -5.953, -4.459], [2.640, -5.349, -2.194], [2.225, -3.121, -1.301]], "mulliken_charge": [-2.047, -0.828, 0.434, 1.540, 0.046, -0.701, -0.725, -0.660, -0.774, -0.220, 1.261, 0.107, -0.882, -0.073, -0.817, -1.254, -1.339, -0.619, 1.489, -0.460, -1.210, -1.372, -0.122, 0.019, 1.788, 0.481, 0.378, 0.389, 0.540, 0.522, 0.368, 0.468, 0.795, 0.520, 0.411, 0.341, -0.568, -1.515, 0.619, -0.702, -0.149, -0.737, -1.646, -0.461, 1.859, 0.673, -0.450, -0.576, -0.621, -0.425, -0.019, 0.184, 0.554, 0.038, 0.491, 0.494, 0.391, 0.380, 0.359, 0.383, 0.310, 0.310, -0.215, 0.105, -0.422, -0.558, -0.636, 0.423, -0.469, 0.354, 0.365, 0.360, 0.422, 0.323, -0.744, -0.834, -0.002, 0.443, -0.534, -0.738, 2.621, 0.760, -0.737, -0.675, -0.714, -0.659, -0.271, 0.567, -0.591, -0.883, -0.703, -0.917, 0.128, 0.309, 0.608, 0.448, 0.294, 0.388, 0.436, 0.378, 0.340, 0.419, 0.402, 0.332, 0.401, 0.328, 0.405, -0.026], "total_charge": -2, "gap_ev": [3.15, 6.00], "multiplicity": 3, "e_lumo_ev": [3.64, 3.64]}